The following is a quantum chemistry calculation of 9 unconnected molecules or ions with the total composition C32H78N9O14 in a non-equilibrium geometry, from the Open Molecules 2025 dataset.

```
133
Properties=species:S:1:pos:R:3:forces:R:3
C 8.01073 -7.59265 6.09793 1.51 0.01 1.33
C 7.96450 -7.25984 4.64900 -1.96 -1.12 -2.10
C 6.81484 -7.99245 3.89042 -0.91 0.86 -0.94
O 5.52189 -7.51715 4.25612 -0.28 0.34 -0.11
C 4.55141 -7.45686 3.15160 0.70 -0.96 0.14
N 7.89117 -5.74424 4.42662 0.43 -0.90 2.11
H 6.95836 -5.38800 4.27477 -0.77 0.21 -1.57
H 8.01828 -5.33974 5.34330 0.42 0.21 0.75
H 8.67500 -5.35899 3.91939 -0.38 0.24 -1.10
H 7.48641 -6.92674 6.78331 -0.24 0.09 -0.29
H 9.07421 -7.53969 6.33099 0.10 0.28 0.62
H 7.77502 -8.61207 6.40345 -0.45 0.00 -0.66
H 8.83954 -7.62964 4.11454 0.26 0.32 0.26
H 6.93199 -9.07190 3.98614 -0.02 -0.16 0.77
H 6.87970 -7.88970 2.80721 0.55 0.54 -0.23
H 3.54633 -7.18632 3.47519 0.51 0.49 0.56
H 4.41249 -8.45851 2.74478 0.25 -0.23 -0.06
H 4.89995 -6.81947 2.33898 0.03 0.28 0.21
C -3.25053 0.55714 11.00158 -0.08 0.19 0.32
C -3.61166 1.81547 10.20129 0.38 -1.70 -0.35
C -3.85639 1.42909 8.67807 0.54 1.04 0.66
O -4.12846 2.61074 7.95871 -1.78 -0.20 0.13
C -4.54760 2.35383 6.58027 0.67 0.08 0.66
N -4.86567 2.55929 10.76323 0.85 -0.20 -1.32
H -5.62674 1.93841 10.99856 -0.25 -0.42 -0.08
H -4.80237 3.25131 11.49618 0.84 -0.07 0.68
H -5.10845 3.11562 9.95597 -0.70 0.33 -0.83
H -2.91684 0.82826 12.00320 0.14 0.00 -0.03
H -2.42318 0.07300 10.48273 0.10 0.12 0.08
H -4.00490 -0.21814 11.13560 -0.40 0.25 -0.32
H -2.73864 2.45655 10.32364 -0.47 0.54 -0.34
H -4.58371 0.62135 8.59646 -0.76 0.24 0.08
H -2.97363 0.98961 8.21364 0.60 -0.11 0.65
H -3.67378 1.85671 6.15906 -0.19 0.28 -0.75
H -4.82848 3.30503 6.12814 0.65 -0.01 0.06
H -5.42606 1.72234 6.44746 -0.05 -0.31 0.66
C 0.98373 -2.70082 -0.10690 -0.70 0.75 0.10
C -0.21625 -1.73220 -0.06789 -0.28 0.55 -0.66
C 0.19387 -0.26900 -0.45193 -0.36 -0.14 1.17
N -0.91265 0.86051 -0.30469 0.53 -2.59 -0.55
C -1.48183 0.86587 1.11884 1.56 0.95 -1.71
C -2.02629 0.56350 -1.32898 -0.43 0.58 -0.58
C -1.65338 1.28102 -2.68720 0.07 0.17 1.25
C -0.43453 2.10057 -2.28054 1.80 0.37 -0.13
C -0.26278 2.13833 -0.75344 -1.69 -0.29 -0.95
H 1.62827 -2.41585 -0.93844 0.22 -0.41 0.13
H 0.56806 -3.70116 -0.22785 0.34 -0.06 -0.14
H 1.50000 -2.64734 0.85159 0.35 -0.01 -0.27
H -0.70016 -1.87035 0.89898 0.13 0.62 0.23
H -0.97941 -2.06757 -0.77018 0.09 -0.04 -0.29
H 0.61121 -0.20548 -1.45687 -0.57 -0.15 -0.23
H 1.02727 0.05932 0.16914 -0.16 0.07 0.39
H -0.61794 1.16556 1.71211 -0.14 -0.59 0.54
H -1.88897 -0.13279 1.27697 -0.10 0.50 0.42
H -2.14598 1.72954 1.15181 -0.49 -0.49 0.09
H -2.97544 0.95332 -0.96120 0.24 0.47 0.31
H -2.23596 -0.50586 -1.35342 0.61 0.00 -0.24
H -2.41825 1.98781 -3.00897 -0.36 -0.47 0.12
H -1.42903 0.61139 -3.51747 -0.01 -0.02 0.18
H -0.36006 3.13561 -2.61407 -0.61 -0.02 -0.28
H 0.46384 1.67188 -2.72464 0.04 -0.23 0.02
H -0.95290 2.87158 -0.33611 0.66 0.57 0.17
H 0.79448 2.22904 -0.50431 -0.39 0.00 0.68
C 1.41196 12.53540 -3.97759 -0.80 -0.72 -0.41
C 2.09742 11.67569 -2.92822 0.25 -0.31 0.84
C 1.14744 11.14405 -1.80489 1.66 -0.52 -0.17
N 1.94678 10.70728 -0.46346 0.19 1.66 -1.16
C 2.10158 12.03099 0.34262 0.69 -1.65 -0.78
C 3.32392 10.01084 -0.70819 -0.17 0.51 0.30
C 2.93909 8.64155 -1.25244 0.77 1.50 -0.44
C 1.64105 8.35574 -0.55651 -0.52 -2.15 -0.35
C 1.17982 9.57663 0.19228 0.35 0.52 -0.31
H 1.77268 12.39779 -4.99692 0.99 0.37 0.27
H 1.42663 13.57730 -3.65769 -0.38 -0.07 -0.39
H 0.41884 12.14082 -4.19232 -0.58 0.44 0.63
H 2.84741 12.31188 -2.45825 0.20 -0.11 0.11
H 2.63625 10.84638 -3.38649 -0.09 -0.08 0.06
H 0.62736 10.24376 -2.13213 -0.03 0.11 0.01
H 0.42504 11.91632 -1.54063 0.09 -0.17 0.39
H 2.63850 12.75097 -0.27501 -0.42 -0.05 -0.34
H 2.82449 11.82146 1.13103 -0.68 -0.02 0.53
H 1.10466 12.38316 0.60759 0.35 -0.09 0.33
H 3.80665 9.93603 0.26622 -0.36 -0.06 0.30
H 4.02894 10.61495 -1.27924 -0.53 0.10 -0.40
H 3.72371 7.90037 -1.10042 -0.12 0.11 -0.07
H 2.74041 8.78488 -2.31455 0.30 -0.37 -0.12
H 1.76741 7.51522 0.12588 -0.18 0.11 0.17
H 0.98807 7.97547 -1.34208 -0.60 0.26 0.35
H 1.55395 9.46041 1.20945 -0.50 0.52 0.16
H 0.11433 9.77653 0.07881 0.11 0.01 0.53
C -2.90537 -4.23282 -5.36268 -0.31 -0.24 1.10
C -3.79270 -5.47885 -5.19106 0.79 -0.46 -0.10
C -2.86082 -6.73269 -5.14688 -0.97 0.63 0.24
N -3.49884 -8.09111 -5.50813 -0.75 -0.48 0.48
C -4.39487 -8.54669 -4.32482 1.15 -0.37 -1.01
C -2.40481 -9.11609 -5.87817 0.85 -0.44 1.63
C -2.79529 -9.96632 -7.05894 -0.26 0.48 -0.60
C -4.23017 -9.50731 -7.31580 -0.61 0.65 -0.69
C -4.27251 -8.05259 -6.81265 1.21 -0.01 -1.04
H -2.20692 -4.14742 -6.19514 -0.76 -0.01 -0.50
H -2.23423 -4.21075 -4.50408 0.04 0.11 0.28
H -3.61749 -3.42265 -5.20590 0.57 0.52 -0.62
H -4.62849 -5.50920 -5.89008 0.32 -0.16 -0.36
H -4.25047 -5.32966 -4.21316 -0.15 -0.34 0.06
H -2.51714 -6.75590 -4.11274 0.11 -0.62 -0.04
H -1.96737 -6.56041 -5.74703 -0.31 -0.30 -0.42
H -3.69009 -8.58469 -3.49420 -0.60 0.45 0.34
H -4.76091 -9.56613 -4.44672 0.21 0.00 -0.51
H -5.27793 -7.90972 -4.27404 0.50 0.34 0.35
H -2.17653 -9.80005 -5.06074 -0.10 0.66 0.59
H -1.50773 -8.55324 -6.13615 -0.19 0.11 0.40
H -2.65492 -11.04582 -7.00352 -0.29 0.09 0.72
H -2.03029 -9.67090 -7.77700 -0.81 0.02 -0.95
H -5.01912 -10.04703 -6.79199 0.39 -0.45 0.32
H -4.53723 -9.59417 -8.35804 0.15 0.30 -0.07
H -5.23713 -7.54762 -6.86371 0.01 -0.24 0.84
H -3.59357 -7.43020 -7.39556 -0.16 -0.03 -0.57
N -6.35141 1.08088 -7.66121 -0.22 2.03 -0.54
O -5.57497 1.51396 -6.80521 0.92 -0.18 1.13
O -7.08061 0.12115 -7.42634 -0.59 -1.41 0.07
O -6.45110 1.72860 -8.72748 -0.18 -0.52 -0.49
N 0.86982 -0.19940 -7.01955 -1.32 2.15 -0.63
O 0.12306 0.63032 -7.53376 -1.40 1.54 -0.19
O 1.10620 -0.15824 -5.82726 0.48 -0.09 3.35
O 1.37661 -1.00604 -7.72934 2.22 -3.67 -2.18
N 1.29879 4.00747 4.04259 0.87 0.93 0.16
O 0.35462 4.64930 3.56677 -1.56 0.41 -0.63
O 1.40435 3.85780 5.25347 -0.51 -0.44 1.83
O 2.20656 3.62256 3.31925 0.93 -0.87 -1.47
N 5.41685 -2.21478 2.02434 -1.06 0.07 -0.21
O 4.64723 -1.24980 1.99064 0.03 0.73 -0.61
O 5.35457 -2.94803 3.02019 0.53 -1.52 1.75
O 6.16440 -2.51527 1.09287 0.66 0.16 -0.67
```
Forces are in eV/Å.

Values from the calculation:
Orbital gap = 2.5710 eV
HOMO level = -5.63 eV
Net charge = +1
Electronic energy = -2810.981901 a.u.

Atom charges from the Löwdin analysis, given in e for atoms 1 to 2:
1 C -0.045
2 C -0.283